[1]
Formula: H14O7
Source: the OMol25 dataset
Level of theory: wB97M-V/def2-TZVPD

Last column: natural (NBO) charge in e.
CARTESIAN COORDINATES (ANGSTROEM)
H: -0.847 -3.198 1.754  0.49
H: 0.675 -2.615 0.859  0.53
H: -0.080 -1.798 -1.358  0.54
H: 0.553 -3.348 -1.107  0.48
H: -0.061 -1.282 2.441  0.53
H: -0.853 -1.182 0.935  0.50
H: 0.803 3.211 -1.707  0.40
H: 0.774 2.233 -0.439  0.48
H: -2.326 2.881 -1.793  0.49
H: -0.860 2.778 -1.274  0.49
H: 0.537 -0.014 -0.574  0.51
H: -0.840 0.511 -1.356  0.54
H: 2.293 1.239 1.650  0.49
H: 0.499 0.289 1.195  0.50
O: 0.385 -2.676 1.905  -0.98
O: -0.176 -2.699 -0.626  -1.04
O: -0.607 -0.388 1.881  -1.02
O: 0.444 3.437 -0.163  -0.88
O: -1.443 2.354 -1.906  -0.99
O: -0.252 -0.256 -1.030  -1.00
O: 1.383 0.522 0.713  -1.05

Force components x, y, z for each atom (eV/Å):
H 5.81 2.28 0.53
H -1.56 -0.13 2.99
H -0.85 -2.47 3.22
H -2.92 2.09 1.90
H -1.77 2.97 -2.50
H 0.93 4.13 4.16
H -0.93 1.37 4.68
H -1.03 4.47 2.48
H 2.46 -1.61 -0.37
H 0.14 0.59 0.83
H 1.24 1.07 0.52
H 1.50 -1.20 0.75
H -4.00 -2.94 -3.71
H 0.62 0.19 0.94
O -3.97 -3.09 -2.48
O 3.79 -0.06 -5.26
O -0.09 -6.23 -1.98
O 2.63 -6.02 -6.89
O -2.99 0.88 -0.32
O -2.98 0.44 -2.47
O 3.98 3.26 2.95

The gap between HOMO and LUMO is 9.20 eV. The HOMO energy comes out at -10.3 eV. As for the net charge: 0. The value obtained for the energy relative to the best compared isomer or geometry (same formula, charge and spin) is 317.9 kcal per mole.

[2]
Formula: C2H12ClMgO4
Source: the OMol25 dataset
Level of theory: wB97M-V/def2-TZVPD

Last column: natural (NBO) charge in e.
CARTESIAN COORDINATES (ANGSTROEM)
Mg: 2.007 -3.318 -4.949  1.40
Cl: 1.369 -2.690 -1.438  -0.40
O: 3.387 -2.973 3.061  -0.93
H: 3.032 -2.858 2.180  0.46
H: 2.627 -3.194 3.599  0.47
O: -2.526 -0.648 1.232  -0.93
H: -3.036 -0.625 0.422  0.47
H: -1.640 -0.877 0.951  0.46
O: -1.249 -7.036 -0.012  -0.92
H: -1.390 -7.011 -0.959  0.46
H: -0.711 -6.266 0.170  0.46
C: 0.337 3.422 -0.131  -0.64
C: -0.540 4.690 -0.311  -0.05
O: -0.451 5.198 -1.575  -0.72
H: 0.156 2.661 -0.891  0.19
H: 0.074 2.961 0.821  0.21
H: 1.346 3.831 -0.173  0.22
H: -0.271 5.529 0.331  0.18
H: -1.602 4.547 -0.115  0.15
H: -0.919 4.656 -2.214  0.46

Force components x, y, z for each atom (eV/Å):
Mg -0.30 0.34 1.87
Cl 0.32 -0.35 -1.89
O 0.21 0.01 -0.02
H -0.04 0.05 -0.21
H -0.17 -0.06 0.23
O -0.02 0.02 0.16
H -0.22 0.03 -0.16
H 0.24 -0.04 0.00
O -0.02 -0.12 0.06
H -0.12 -0.07 -0.21
H 0.13 0.19 0.16
C -0.82 1.30 0.51
C -0.82 -0.92 0.89
O 0.61 1.09 -2.40
H 0.02 0.26 -0.26
H 0.47 0.05 0.19
H 0.23 -0.72 0.12
H 0.47 -0.36 0.35
H -0.16 -0.60 0.49
H -0.02 -0.09 0.13

The gap between HOMO and LUMO is 1.86 eV. The HOMO energy comes out at -11.6 eV. As for the net charge: +1. The value obtained for the energy relative to the best compared isomer or geometry (same formula, charge and spin) is 90.2 kcal per mole.

[3]
Formula: C3H2O3Zn
Source: the OMol25 dataset
Level of theory: wB97M-V/def2-TZVPD

Last column: natural (NBO) charge in e.
CARTESIAN COORDINATES (ANGSTROEM)
H: 0.299 -0.741 0.060  0.50
C: 1.431 -0.612 -1.997  0.99
O: 2.198 -1.275 -1.397  -0.52
O: 0.531 0.128 -2.020  -0.48
C: -1.996 0.732 1.448  -0.41
C: -1.384 -0.075 0.788  0.32
O: -0.733 -0.904 0.031  -0.67
H: -2.512 1.556 1.903  0.24
Zn: 2.167 1.192 1.184  0.02

Force components x, y, z for each atom (eV/Å):
H -2.95 -0.25 0.35
C -0.56 0.33 4.18
O 0.35 -0.23 -2.20
O 0.44 0.08 -2.50
C 0.40 -0.32 -0.51
C -0.34 1.26 0.63
O 2.59 -0.34 0.12
H 0.14 -0.50 -0.06
Zn -0.06 -0.03 -0.01

The gap between HOMO and LUMO is 8.42 eV. The HOMO energy comes out at -9.0 eV. As for the net charge: 0. The value obtained for the energy relative to the best compared isomer or geometry (same formula, charge and spin) is 21.4 kcal per mole.

[4]
Formula: C4H8O
Source: the OMol25 dataset
Level of theory: wB97M-V/def2-TZVPD

Last column: natural (NBO) charge in e.
CARTESIAN COORDINATES (ANGSTROEM)
C: -0.955 1.881 0.412  -0.62
C: -0.295 0.632 -0.093  -0.32
C: -0.579 -0.579 0.393  0.15
O: 0.032 -1.758 0.118  -0.50
C: 1.269 -1.710 -0.560  -0.26
H: -1.494 2.415 -0.380  0.21
H: -0.205 2.572 0.815  0.21
H: -1.664 1.663 1.218  0.21
H: 0.463 0.753 -0.863  0.20
H: -1.372 -0.733 1.122  0.18
H: 1.823 -0.796 -0.314  0.18
H: 1.841 -2.576 -0.222  0.19
H: 1.135 -1.764 -1.647  0.18

Force components x, y, z for each atom (eV/Å):
C -0.08 0.10 0.04
C -0.02 -0.31 0.09
C -0.01 0.43 -0.03
O -0.04 -0.04 0.09
C 0.24 0.00 -0.12
H 0.07 -0.08 0.09
H -0.13 -0.07 -0.06
H 0.08 0.00 -0.15
H -0.05 -0.04 0.11
H 0.11 0.06 -0.08
H -0.07 -0.17 0.02
H -0.07 0.06 -0.12
H -0.04 0.06 0.13

The gap between HOMO and LUMO is 9.65 eV. The SMILES is C/C=C/OC. The HOMO energy comes out at -8.6 eV. As for the net charge: 0. The value obtained for the energy relative to the best compared isomer or geometry (same formula, charge and spin) is 25.8 kcal per mole.